(1)
Entry from the OMol25 dataset: a molecular structure, C36H35AsGeNO3PS4Se2Tc in a non-equilibrium geometry (ωB97M-V/def2-TZVPD).

Positions of all 85 atoms, in Å:
Tc  -1.300  1.915  0.916
Se  -2.847  -0.010  5.267
P  -0.949  -0.136  4.340
Se  -0.975  -0.287  2.136
C  0.316  1.099  4.764
C  0.266  1.750  6.003
C  1.205  2.675  6.322
C  2.210  2.976  5.421
C  2.174  2.403  4.133
C  1.269  1.446  3.802
C  -0.004  -1.627  4.810
C  1.241  -1.857  4.207
C  1.962  -2.990  4.539
C  1.418  -3.908  5.428
C  0.171  -3.713  5.939
C  -0.581  -2.591  5.628
H  -0.586  1.553  6.637
H  1.135  3.226  7.258
H  2.878  3.781  5.697
H  2.819  2.826  3.336
H  1.248  1.027  2.819
H  1.587  -1.141  3.481
H  2.874  -3.212  4.050
H  1.985  -4.805  5.744
H  -0.223  -4.422  6.614
H  -1.568  -2.412  6.005
N  -2.910  5.210  -0.714
C  -2.720  3.927  -0.346
O  -1.553  3.512  -0.454
C  -3.909  3.110  0.148
C  -3.357  1.733  0.354
H  -2.074  5.770  -0.839
H  -3.698  5.679  -0.330
H  -4.702  3.091  -0.643
H  -4.341  3.620  1.036
H  -3.298  1.291  -0.613
H  -3.904  1.113  1.067
S  1.919  6.474  3.749
As  1.143  5.280  2.119
S  -1.206  5.210  2.069
S  -1.746  3.280  2.730
S  1.517  6.061  0.138
O  0.907  1.972  0.579
C  0.694  1.409  -0.543
O  -0.405  0.891  -0.895
C  1.853  1.422  -1.574
C  1.419  1.016  -2.990
Ge  0.552  -0.746  -3.097
C  1.392  -1.953  -1.781
C  0.913  -2.100  -0.478
C  1.639  -2.825  0.423
C  2.744  -3.561  0.054
C  3.215  -3.479  -1.264
C  2.528  -2.668  -2.179
C  1.028  -1.614  -4.868
C  0.890  -2.960  -5.213
C  1.058  -3.453  -6.490
C  1.433  -2.602  -7.514
C  1.597  -1.267  -7.227
C  1.419  -0.804  -5.937
C  -1.426  -0.990  -3.237
C  -2.027  -1.106  -4.527
C  -3.381  -1.321  -4.696
C  -4.197  -1.466  -3.614
C  -3.640  -1.367  -2.344
C  -2.269  -1.152  -2.141
H  2.672  0.788  -1.164
H  2.237  2.427  -1.557
H  2.297  0.990  -3.650
H  0.637  1.727  -3.410
H  0.106  -1.507  -0.204
H  1.264  -2.882  1.423
H  3.287  -4.096  0.852
H  4.085  -4.049  -1.607
H  2.808  -2.520  -3.221
H  0.638  -3.657  -4.408
H  0.806  -4.490  -6.634
H  1.613  -3.009  -8.498
H  1.880  -0.542  -7.976
H  1.418  0.288  -5.761
H  -1.406  -1.039  -5.375
H  -3.738  -1.467  -5.706
H  -5.255  -1.553  -3.723
H  -4.305  -1.523  -1.486
H  -1.866  -1.087  -1.106

The multiplicity is 4. The net charge is -2. The molar mass is 1092.37 g mol⁻¹. As for the expectation value of S²: 3.780. Its HOMO-LUMO gap (spin up / spin down) is 5.378 / 5.751 eV.

***

(2)
Entry from the OMol25 dataset: a molecular structure, C36H35AuIN4O2S3Si2 in a non-equilibrium geometry (ωB97M-V/def2-TZVPD).

Positions of all 84 atoms, in Å:
Au  -0.078  -0.071  -0.232
C  -2.396  -2.593  -1.081
C  -1.288  -3.058  -0.180
C  -1.238  -4.373  0.239
C  -0.178  -4.770  1.067
C  0.786  -3.875  1.430
C  0.727  -2.519  0.970
N  -0.358  -2.164  0.180
N  1.585  -1.572  1.225
Si  3.118  -1.503  1.935
C  4.421  -2.398  0.905
C  3.582  0.313  2.038
C  3.200  -2.234  3.683
H  -3.337  -2.535  -0.533
H  -2.535  -3.305  -1.897
H  -2.178  -1.616  -1.507
H  -2.001  -5.070  -0.079
H  -0.123  -5.796  1.415
H  1.614  -4.160  2.067
H  4.493  -1.953  -0.090
H  4.155  -3.451  0.779
H  5.407  -2.352  1.375
H  3.503  0.767  1.046
H  4.597  0.472  2.412
H  2.892  0.849  2.698
H  3.353  -3.316  3.660
H  2.270  -2.040  4.225
H  4.021  -1.798  4.258
C  -3.665  5.301  2.610
C  -3.209  4.184  3.292
C  -3.011  2.987  2.615
C  -3.242  2.882  1.242
C  -3.715  4.020  0.580
C  -3.929  5.213  1.250
Si  -2.965  1.276  0.306
C  -2.385  0.019  1.573
C  -3.223  -1.079  1.766
C  -2.924  -2.058  2.705
C  -1.783  -1.948  3.483
C  -0.959  -0.839  3.342
C  -1.259  0.132  2.403
H  -3.811  6.237  3.135
H  -2.994  4.244  4.352
H  -2.660  2.126  3.169
H  -3.916  3.968  -0.483
H  -4.294  6.079  0.711
H  -4.246  0.651  -0.109
H  -4.115  -1.185  1.160
H  -3.576  -2.916  2.815
H  -1.533  -2.724  4.196
H  -0.063  -0.740  3.941
H  -0.590  0.970  2.307
S  1.836  4.990  3.515
C  1.844  4.245  2.028
S  0.586  3.183  1.480
C  1.464  2.847  0.009
N  2.577  3.494  -0.070
N  2.773  4.288  1.046
C  4.014  4.985  1.087
C  4.091  6.282  1.574
C  5.317  6.931  1.581
C  6.454  6.297  1.102
C  6.362  5.004  0.605
C  5.144  4.344  0.595
S  0.862  1.830  -1.252
H  3.204  6.771  1.945
H  5.379  7.942  1.962
H  7.407  6.810  1.113
H  7.243  4.503  0.225
H  5.052  3.341  0.204
I  -1.020  6.032  -6.661
C  -1.383  4.550  -5.232
C  -1.001  3.243  -5.496
C  -1.251  2.265  -4.548
C  -1.863  2.592  -3.344
C  -2.226  3.907  -3.091
C  -1.996  4.894  -4.038
C  -2.109  1.490  -2.363
O  -2.325  1.929  -1.122
O  -2.089  0.333  -2.690
H  -0.513  2.991  -6.427
H  -0.969  1.236  -4.725
H  -2.681  4.164  -2.145
H  -2.283  5.917  -3.841

Its relative energy (zero: lowest compared OMol25 entry of this formula, charge and spin) is 0.0 kJ/mol. The net charge is -1. The molar mass is 1031.95 g mol⁻¹. Its HOMO-LUMO gap is 6.464 eV.

***

(3)
Entry from the OMol25 dataset: 5 unconnected molecules or ions with the total composition C36H35BrF8N2O2 (ωB97M-V/def2-TZVPD).

Positions of all 84 atoms, in Å:
C  -3.791  0.215  -2.416
C  -2.761  1.316  -2.236
O  -3.007  2.415  -3.123
C  -2.786  1.961  -0.852
C  -2.152  1.093  0.250
F  -1.159  0.260  -0.263
C  -3.219  0.187  0.753
N  -4.028  -0.545  1.105
C  -1.531  1.929  1.430
C  -1.601  1.116  2.663
N  -1.652  0.505  3.631
C  -2.390  3.188  1.704
O  -2.170  3.648  3.037
C  -1.685  4.902  3.184
F  -2.627  5.834  2.920
F  -0.650  5.163  2.353
F  -1.272  5.050  4.436
C  -0.009  2.182  1.236
C  0.507  2.640  -0.132
C  0.041  4.005  -0.650
Br  2.465  2.709  0.092
H  -3.950  0.014  -3.471
H  -4.743  0.500  -1.965
H  -3.469  -0.698  -1.918
H  -1.765  0.920  -2.451
H  -3.318  2.055  -3.960
H  -2.332  2.941  -0.927
H  -3.834  2.103  -0.589
H  -3.441  2.904  1.643
H  -2.208  3.968  0.975
H  0.363  2.879  1.983
H  0.476  1.233  1.450
H  0.378  1.896  -0.907
H  -0.707  3.893  -1.431
H  0.876  4.511  -1.127
H  -0.306  4.664  0.140
F  2.031  -0.413  1.915
C  1.553  -1.642  2.230
C  0.293  -1.985  1.782
C  -0.208  -3.238  2.101
C  0.549  -4.120  2.859
C  1.812  -3.749  3.298
C  2.327  -2.500  2.982
H  -0.283  -1.280  1.197
H  -1.194  -3.522  1.758
H  0.153  -5.095  3.109
H  2.403  -4.432  3.893
H  3.311  -2.199  3.318
F  5.724  -1.205  4.604
C  6.073  -0.012  4.075
C  5.243  0.566  3.135
C  5.604  1.790  2.595
C  6.779  2.413  2.993
C  7.597  1.810  3.939
C  7.244  0.586  4.491
H  4.332  0.070  2.832
H  4.961  2.256  1.862
H  7.057  3.368  2.567
H  8.514  2.292  4.249
H  7.863  0.100  5.233
F  -3.799  -2.281  -4.285
C  -4.477  -3.321  -3.751
C  -5.741  -3.100  -3.242
C  -6.430  -4.170  -2.691
C  -5.852  -5.431  -2.653
C  -4.578  -5.625  -3.170
C  -3.880  -4.564  -3.727
H  -6.170  -2.108  -3.276
H  -7.423  -4.017  -2.289
H  -6.393  -6.261  -2.220
H  -4.123  -6.606  -3.138
H  -2.887  -4.693  -4.139
F  2.070  1.571  -3.018
C  2.519  0.313  -3.221
C  3.413  -0.228  -2.320
C  3.862  -1.524  -2.529
C  3.419  -2.252  -3.625
C  2.520  -1.683  -4.517
C  2.059  -0.389  -4.316
H  3.744  0.357  -1.473
H  4.558  -1.967  -1.829
H  3.773  -3.261  -3.784
H  2.176  -2.246  -5.373
H  1.355  0.072  -4.995

Its relative energy (zero: lowest compared OMol25 entry of this formula, charge and spin) is 0.0 kJ/mol. The molar mass is 759.58 g mol⁻¹. As for the SMILES: C[C@@H](O)C[C@](F)(C#N)[C@](C#N)(COC(F)(F)F)C[C@@H](C)Br.Fc1ccccc1.Fc1ccccc1.Fc1ccccc1.Fc1ccccc1. Its HOMO-LUMO gap is 9.591 eV.